Here is a cluster of 7 separate species, C42H67FO25 in total from the OMol25 dataset. Energies are from ωB97M-V/def2-TZVPD.

SMILES   CCOCCCCC[C@@]1(CCC(=O)O)OC(=O)O[C@]1(CCO)C[C@@H](C)F.C[C@@H]1COC(=O)O1.C[C@@H]1COC(=O)O1.C[C@@H]1COC(=O)O1.C[C@@H]1COC(=O)O1.C[C@@H]1COC(=O)O1.C[C@@H]1COC(=O)O1
Highest occupied orbital energy   -0.34060 Eh
Gap between HOMO and LUMO   9.2134 eV
LUMO level   -0.1 eV
Charge   0

The geometry in XYZ format:
```
135
Properties=species:S:1:pos:R:3:forces:R:3
C -6.627645 -0.905560 2.054518 0.06 0.14 0.07
C -5.394442 -0.279861 1.400521 -0.56 -0.67 0.27
O -5.289908 -0.746494 0.073270 0.10 0.29 0.00
C -4.773213 0.194092 -0.860449 -0.17 -0.12 -0.95
C -3.480022 -0.267102 -1.501264 0.10 -0.58 1.25
C -2.474074 -0.600373 -0.380321 -0.08 0.20 -0.67
C -1.047383 -0.129864 -0.676657 -0.48 0.06 0.40
C -0.377468 0.315248 0.635527 0.19 0.78 -1.32
C 1.105315 0.013985 0.759596 -1.00 -1.34 0.31
C 1.224497 -1.509098 1.020125 0.51 0.24 0.84
C 0.790391 -2.043893 2.378363 -0.42 -1.17 -0.36
C 0.808571 -3.566949 2.334236 1.55 -1.06 -1.04
O 1.729634 -4.205005 1.844428 -1.71 1.11 0.90
O -0.232839 -4.219821 2.925324 0.36 -0.13 -0.37
O 1.885623 0.153538 -0.457701 0.25 0.56 -0.25
C 3.160353 0.403056 -0.065728 1.55 0.31 -0.58
O 4.106485 0.554034 -0.811905 -1.67 -0.50 1.09
O 3.221807 0.504078 1.295589 0.05 0.16 -0.91
C 1.872501 0.955800 1.658679 0.84 0.25 1.11
C 1.856887 2.470800 1.308779 -0.52 -0.09 -0.90
C 1.196326 2.946695 -0.004669 0.42 0.43 -0.04
O 0.354520 4.075233 0.230164 -0.01 0.05 0.11
C 1.751391 0.848220 3.184617 0.02 0.54 -0.44
C 0.348611 0.931439 3.744401 -0.11 -0.51 0.83
C 0.355120 1.122619 5.248906 -0.04 0.34 -0.33
F -0.366818 1.989015 3.178739 -0.03 0.17 -0.17
H -6.376712 -1.744478 2.694160 0.02 -0.22 0.00
H -7.148989 -0.174836 2.665901 -0.07 0.09 0.15
H -7.313809 -1.240834 1.285822 -0.10 -0.07 -0.15
H -5.499393 0.800501 1.450949 0.26 0.24 -0.22
H -4.516294 -0.600264 1.961710 0.30 0.29 0.13
H -4.594080 1.177601 -0.435950 -0.21 -0.09 0.33
H -5.508920 0.297561 -1.658576 -0.23 0.15 0.01
H -3.658750 -1.164199 -2.084491 0.00 0.08 -0.48
H -3.117901 0.553357 -2.105948 0.06 -0.04 -0.40
H -2.834467 -0.096234 0.511778 0.13 0.11 0.27
H -2.499451 -1.668293 -0.175977 0.03 -0.17 0.18
H -0.481159 -0.871587 -1.231243 0.14 -0.18 0.00
H -1.160143 0.725841 -1.335350 0.33 0.22 -0.14
H -0.928832 -0.105488 1.464123 0.20 -0.29 0.33
H -0.535483 1.383920 0.703884 -0.21 0.11 0.36
H 0.663101 -2.031965 0.254707 -0.21 0.14 -0.29
H 2.252228 -1.825906 0.888760 0.23 0.00 -0.08
H 1.498187 -1.804153 3.161784 0.00 0.24 0.24
H -0.214881 -1.762860 2.672643 -0.04 0.34 0.08
H -1.061877 -3.824040 2.640185 -0.22 0.26 0.31
H 1.429511 3.067509 2.100443 -0.31 -0.10 0.22
H 2.898325 2.768142 1.260136 0.27 -0.08 0.19
H 0.659391 2.179881 -0.542553 -0.05 -0.11 -0.05
H 1.975273 3.295476 -0.676462 0.13 0.01 -0.15
H -0.553289 3.803827 0.099627 -0.24 -0.10 -0.08
H 2.288439 1.702799 3.589641 0.27 0.10 0.08
H 2.274426 -0.014691 3.575005 -0.07 -0.30 0.01
H -0.232338 0.036693 3.552765 -0.05 -0.08 -0.40
H 1.172403 0.573748 5.695297 0.12 -0.22 0.23
H 0.498767 2.176924 5.457923 0.17 0.20 0.11
H -0.595372 0.822973 5.674307 -0.09 -0.11 0.15
C -2.473637 6.941850 2.047020 -0.20 0.14 -0.30
C -3.108385 5.572883 2.077065 0.26 0.28 0.12
C -2.164083 4.448796 2.445860 0.05 0.02 0.17
O -2.727857 3.336469 1.734843 0.11 0.00 -0.07
C -3.405585 3.825194 0.670099 0.04 0.11 0.14
O -3.811834 3.153509 -0.222355 0.01 0.14 -0.14
O -3.536654 5.167153 0.759884 -0.07 -0.17 0.07
H -1.789748 7.027616 1.202667 0.12 -0.11 0.07
H -3.232208 7.714828 1.928431 0.00 0.00 0.04
H -1.929177 7.135176 2.971061 -0.01 -0.05 0.03
H -3.987486 5.573879 2.726672 -0.03 -0.09 -0.03
H -2.138047 4.242669 3.512428 -0.08 -0.16 -0.03
H -1.144525 4.614828 2.088170 -0.05 0.07 0.00
C 4.302031 0.483345 -4.353248 0.26 0.09 -0.24
C 3.076106 0.567899 -5.226895 0.27 -0.08 0.35
C 1.914023 -0.279599 -4.759986 -0.16 0.06 0.02
O 1.251116 -0.596153 -5.993120 0.06 -0.06 0.06
C 2.173551 -0.541923 -6.982046 0.09 0.10 0.11
O 1.995398 -0.936414 -8.088627 -0.02 0.07 -0.07
O 3.320803 0.016140 -6.536921 -0.17 0.04 -0.03
H 4.778280 -0.492776 -4.447030 -0.14 -0.09 0.06
H 5.039056 1.228174 -4.652731 -0.02 0.02 0.02
H 4.045439 0.656266 -3.308837 -0.03 -0.01 0.04
H 2.771657 1.609734 -5.356338 -0.08 -0.03 -0.05
H 1.239407 0.250474 -4.092359 -0.11 -0.01 -0.10
H 2.234830 -1.209297 -4.284300 0.09 0.02 -0.01
C 1.071316 -3.298974 -9.668768 0.25 -0.19 -0.39
C -0.156592 -3.200244 -10.538324 0.25 -0.08 0.32
C -1.322498 -4.049137 -10.085064 -0.17 0.05 0.01
O -1.988677 -4.346228 -11.319251 0.06 -0.04 0.08
C -1.065193 -4.283806 -12.311269 0.10 0.08 0.09
O -1.243504 -4.661675 -13.421081 -0.05 -0.05 -0.17
O 0.085141 -3.734986 -11.855800 -0.17 0.04 0.00
H 1.540547 -4.278253 -9.780908 -0.17 -0.09 0.04
H 1.806156 -2.553923 -9.957772 0.00 0.07 0.08
H 0.820272 -3.135397 -8.623731 -0.04 0.08 0.01
H -0.456269 -2.155340 -10.651729 -0.07 -0.02 -0.04
H -1.993831 -3.524428 -9.409924 -0.11 -0.01 -0.11
H -1.005561 -4.987304 -9.622810 0.09 0.02 -0.01
C 3.714002 -4.710768 3.709075 0.27 0.35 0.28
C 4.823623 -4.873823 4.720153 -0.30 -0.16 -0.33
C 4.781893 -6.168994 5.501467 0.11 -0.06 0.05
O 5.369008 -5.790807 6.758052 -0.09 0.02 -0.03
C 5.169721 -4.464610 6.921138 -0.03 0.05 -0.19
O 5.366882 -3.858208 7.923678 0.09 0.00 0.21
O 4.713168 -3.903905 5.778792 0.08 -0.01 0.02
H 2.758136 -4.577775 4.211730 -0.02 -0.18 0.09
H 3.887323 -3.828464 3.097903 0.00 -0.03 -0.07
H 3.652523 -5.573630 3.049786 0.01 -0.02 -0.02
H 5.797702 -4.730003 4.244664 0.04 -0.06 0.07
H 5.356391 -6.967411 5.039596 0.11 0.01 0.14
H 3.762540 -6.516379 5.684062 -0.03 0.07 -0.04
C -8.072693 3.518632 -3.417842 0.16 0.03 0.30
C -6.892797 3.222569 -4.311705 -0.36 0.05 0.13
C -7.194766 2.303633 -5.475275 0.03 0.02 -0.16
O -5.940116 1.642770 -5.677990 -0.09 0.00 0.06
C -5.275838 1.649581 -4.496098 -0.09 0.10 0.03
O -4.297897 1.020792 -4.265385 0.16 -0.09 -0.06
O -5.887737 2.471587 -3.610842 0.05 0.03 -0.12
H -8.351349 2.632228 -2.847914 -0.05 -0.08 -0.13
H -7.823298 4.298775 -2.699521 -0.01 0.02 -0.02
H -8.928398 3.853462 -4.004531 0.02 0.00 -0.05
H -6.434803 4.152855 -4.658055 0.05 -0.04 -0.06
H -7.491261 2.837161 -6.374885 0.13 -0.06 -0.07
H -7.951901 1.553319 -5.234356 -0.01 0.03 0.09
C 5.754202 -0.734904 8.850207 -0.46 0.00 0.06
C 5.921085 -0.195421 7.452030 0.11 -0.13 0.38
C 7.041270 0.807892 7.291639 0.12 -0.02 -0.11
O 6.569497 1.629866 6.215295 0.04 0.01 0.11
C 5.219972 1.567459 6.212703 -0.03 -0.10 0.03
O 4.515548 2.275860 5.568640 -0.17 0.07 -0.12
O 4.781467 0.590343 7.038396 0.10 0.00 -0.10
H 5.367687 0.027935 9.527668 0.17 0.15 -0.07
H 5.048439 -1.562023 8.854786 0.08 -0.07 -0.01
H 6.707135 -1.101366 9.231041 0.03 -0.04 -0.04
H 6.029608 -1.021225 6.744232 -0.01 0.04 -0.06
H 7.989509 0.348201 7.025572 0.00 0.07 -0.14
H 7.178611 1.433011 8.177030 -0.07 -0.03 0.04
```
Forces are in eV/Å.

Atom charges from the Mulliken analysis, given in e for atoms 1 to 5:
1. C -1.2830
2. C 0.3945
3. O -0.4577
4. C -0.0694
5. C -0.9752